10 unconnected molecules or ions with the total composition C50H126N10O20 in a non-equilibrium geometry. Source: OMol25; level of theory: the ωB97M-V functional and the def2-TZVPD basis.

CARTESIAN COORDINATES (ANGSTROEM)
H1 10.51464 24.29361 17.96759
H2 13.72249 28.24855 14.86336
H3 16.81248 17.31381 10.82467
C1 10.91167 23.90466 21.58763
H4 11.29570 12.26263 18.06361
H5 10.43666 24.35069 22.48497
H6 10.04530 23.72053 20.89876
H7 15.06363 20.38783 16.73221
H8 10.89518 20.05882 10.74164
H9 10.30638 23.07050 11.58307
H10 9.68090 30.02691 18.14908
C2 12.27949 30.23442 15.58134
O1 16.98971 18.99377 12.12671
C3 8.58478 21.44630 19.06107
O2 7.56462 23.02556 17.71197
H11 15.24328 22.14035 17.12374
N1 11.09662 25.90625 20.08214
H12 13.21017 22.96454 12.96727
C4 14.16146 28.81052 15.65059
C5 11.91215 12.19007 18.98726
C6 11.15233 27.90435 18.74683
H13 15.46242 23.20966 23.40912
H14 12.54723 21.83016 23.44851
N2 12.54330 25.71658 14.69455
H15 10.73185 18.21350 12.43599
H16 12.92915 19.24448 17.74212
C7 9.19578 29.13674 18.52264
H17 9.29996 19.03912 13.10031
H18 7.87278 27.16675 14.48248
H19 6.55366 26.19127 21.89775
H20 7.80226 28.71418 13.59750
C8 9.91165 19.72620 11.12147
H21 14.58840 25.23135 18.51229
H22 14.30859 27.00421 22.92151
N3 11.75571 14.71544 18.85683
H23 6.80663 25.46501 19.72236
H24 11.18892 18.83204 17.90463
H25 8.27847 29.47099 18.95934
H26 10.76977 27.26253 17.93620
H27 8.61043 28.60229 15.17148
H28 11.66717 22.54218 10.85361
H29 12.10639 20.46955 15.03899
C9 15.00685 28.03994 16.57883
C10 10.43603 26.98586 14.48821
H30 11.64098 11.28585 19.52057
C11 16.20889 23.81807 21.62768
H31 17.18522 23.29350 21.59706
H32 16.39576 19.92398 14.30657
H33 13.11074 26.19833 15.37256
H34 12.20991 16.53995 17.13458
C12 11.77364 26.62686 13.81287
H35 10.34387 26.62514 24.77129
H36 15.25774 28.76421 17.36200
O3 12.51197 17.55851 18.95881
H37 10.11963 26.93116 22.40475
C13 15.29550 21.55576 15.00394
H38 17.95208 24.01826 15.44330
H39 15.63349 22.56622 27.21686
H40 14.11379 28.07271 24.30762
C14 8.16967 26.88613 23.20678
N4 9.54044 27.41053 23.05547
C15 8.57188 21.36309 10.01054
C16 13.02880 15.22832 18.52480
H41 11.26177 15.42305 19.41607
H42 7.52172 27.55951 21.28964
H43 12.22467 27.67345 20.61597
H44 12.26917 27.51512 13.49004
H45 10.82691 20.97433 12.92313
H46 8.09536 26.00882 23.85119
H47 7.98753 21.71156 19.95417
H48 11.43766 23.07746 23.89225
H49 9.13117 19.95226 15.20402
C17 11.56015 28.29351 24.04409
O4 9.62549 27.67677 13.54254
H50 13.70033 28.65552 22.59272
C18 10.25131 27.58997 24.30319
H51 15.31720 24.40849 16.37593
O5 11.57015 22.70246 21.84988
O6 7.22788 20.93569 17.15856
C19 13.57435 10.91022 17.88825
H52 13.12836 10.11191 18.46966
N5 7.71699 21.82832 17.86009
O7 13.31410 12.12326 18.59785
C20 12.18312 18.82320 18.37172
H53 7.93364 22.12240 15.20603
H54 17.66377 24.10962 24.06680
H55 17.02704 21.11954 18.57354
H56 11.76232 23.30852 13.93311
H57 7.62416 27.69437 23.71399
C21 15.82253 19.61980 11.83750
C22 8.41262 28.07380 14.23943
H58 16.52144 24.21902 17.56664
H59 17.66863 18.68277 10.11674
O8 9.00664 20.78350 11.21788
H60 8.77486 21.79690 13.74899
H61 16.34876 24.74300 21.04388
C23 16.06923 25.08567 25.16426
H62 12.21276 24.90979 17.79686
H63 14.42428 19.85092 20.89624
H64 10.90080 24.13264 10.38886
H65 8.73527 20.36942 18.96796
C24 15.23348 23.01757 20.83543
C25 11.72864 13.48771 19.74204
C26 11.22289 23.43524 11.21009
H66 14.24460 21.78777 14.82859
H67 13.91884 16.82679 17.63358
H68 17.89829 25.54559 14.40599
H69 12.11291 19.47308 19.24439
H70 9.46326 18.95137 10.55571
H71 7.72813 20.79129 9.58558
H72 10.76714 13.53625 20.21297
H73 14.66047 21.26700 12.41311
H74 15.92020 22.37131 14.65046
H75 16.77427 22.47910 25.86438
H76 13.90395 25.25541 13.07242
O9 16.98132 25.65771 16.21738
H77 13.23821 10.85722 16.82474
C27 7.56904 26.61411 21.88127
C28 17.33566 20.49894 17.76702
H78 9.96326 26.08007 14.84257
H79 15.94623 27.70910 16.09248
C29 16.79779 24.74138 23.87102
H80 10.74146 27.61511 15.31186
H81 11.32146 30.37948 16.13092
O10 10.01974 21.82656 15.45110
C30 13.33730 24.81395 13.92611
O11 12.00279 24.23576 12.04750
C31 11.55836 22.31974 23.22765
N6 14.33345 26.77685 17.02854
H82 14.64916 10.82441 17.92857
H83 11.48164 23.98353 16.40576
H84 8.38071 24.71663 19.30178
H85 11.50992 29.19321 23.42950
H86 14.97348 19.00383 12.03777
H87 15.75553 19.91537 10.77308
N7 15.78153 24.08391 23.00277
C32 14.42994 20.85110 20.44896
H88 10.11398 20.07038 16.54723
H89 12.03237 29.86808 14.54922
C33 8.88821 22.31596 14.72679
H90 14.71023 20.86755 19.39609
C34 17.29290 24.84566 15.04619
H91 12.78890 31.20348 15.48515
H92 12.87313 26.62236 19.33351
H93 10.82576 21.58588 23.41703
H94 11.92246 28.60817 25.06858
C35 15.60016 21.33967 16.46462
O12 10.06223 28.50272 19.47310
H95 11.45387 26.08816 12.94334
C36 11.94972 27.05550 19.75384
H96 13.55806 14.64356 17.78239
O13 15.14306 21.70481 21.27820
O14 13.02637 29.29575 16.39069
O15 15.34667 23.99577 25.73588
N8 11.18041 20.07064 13.19043
H97 18.40163 20.38166 17.70985
C37 15.60655 20.84676 12.73130
H98 17.17107 25.64676 23.36149
O16 16.97638 21.09982 16.54637
C38 7.90874 25.58830 19.78986
N9 12.04474 22.78496 17.75553
N10 15.51687 20.41829 14.11517
H99 13.37682 21.18716 20.50398
H100 15.27831 25.82475 24.96669
O17 8.33823 25.65098 21.17821
O18 13.21457 22.63023 17.62770
C39 15.99104 24.98354 16.97964
H101 8.91471 28.43466 17.75966
O19 12.39596 27.33132 23.42590
H102 13.57718 27.05823 17.60503
H103 8.11064 26.52727 19.24426
H104 16.84421 19.56833 17.94340
H105 11.47104 18.86418 14.85108
H106 12.53896 25.57901 21.63873
H107 9.09236 23.39273 14.54759
C40 13.69832 27.81689 23.30865
H108 12.47436 13.60329 20.50918
C41 10.19752 19.18620 12.51815
H109 8.20164 22.36370 10.25954
H110 16.50607 24.40082 14.48428
C42 17.48887 18.16286 11.05338
H111 11.82116 28.65340 18.32438
H112 18.41328 17.72159 11.45953
H113 16.38030 21.65730 12.60742
C43 10.11527 20.41214 15.51046
C44 15.15854 25.91897 17.88818
H114 15.49334 23.06426 19.76792
H115 12.60184 24.40578 20.30964
C45 16.21152 23.15520 26.48066
H116 14.09774 24.33876 14.57361
H117 13.64790 15.32605 19.42909
C46 12.92434 16.57563 17.95084
H118 9.42150 21.48316 9.29124
H119 9.70624 28.27993 24.91046
C47 11.87659 24.99022 20.95254
H120 14.21211 23.42718 20.90732
H121 9.46150 22.07106 19.01299
H122 10.18144 26.14376 20.50130
H123 15.81320 26.54331 18.49035
H124 16.85484 23.78326 27.14638
H125 16.79255 25.48128 25.86504
C48 11.24766 19.90253 14.68566
C49 12.51228 23.71331 13.25155
O20 11.22268 21.94593 18.06183
C50 11.51777 24.15628 17.45098
H126 14.74521 29.69694 15.27357

Results
relative energy (zero: lowest compared OMol25 entry of this formula, charge and spin): 0.00 kJ/mol
orbital gap: 8.88 eV
SMILES: C[N+](=O)[O-].C[N+](=O)[O-].COCCNCCOC.COCCNCCOC.COCCNCCOC.COCCNCCOC.COCCNCCOC.COCCNCCOC.COCCNCCOC.COCCNCCOC
lowest unoccupied orbital energy: 0.4 eV
multiplicity: 1
HOMO: -8.472 eV

Löwdin atomic charge list, values in e, 4 entries: 0.11 0.09 0.09 -0.20